(1)
Density functional theory data (ωB97M-V/def2-TZVPD) for C47H56MnN9P as an isolated structure.

HOMO-LUMO gap (alpha / beta): 6.03 / 6.06 eV
electronic energy: -3809.89850 a.u.
E_LUMO (alpha / beta): -0.285 / -0.344 eV
multiplicity: 6
energy relative to the best compared isomer or geometry (same formula, charge and spin): 0.0 kcal per mole

The geometry in XYZ format:
```
114
Properties=species:S:1:pos:R:3:mulliken_charge:R:1
Mn -0.476 -0.471 -0.434 1.166
C 3.628 -0.700 1.052 -1.210
C 3.720 -1.843 1.843 -1.126
C 2.580 -2.568 2.088 -0.489
C 1.350 -2.157 1.552 -0.478
N 1.282 -1.102 0.739 1.874
C 2.401 -0.398 0.515 -0.305
N 0.248 -2.888 1.986 -0.466
C -0.962 -2.726 1.603 -0.556
N -1.504 -1.907 0.641 1.030
C -2.865 -2.092 0.629 -0.805
N -3.775 -1.589 -0.117 -0.416
C -3.570 -0.849 -1.281 -0.239
C -4.735 -0.602 -2.017 -0.637
C -4.660 -0.014 -3.257 -0.714
C -3.407 0.322 -3.756 -0.982
C -2.312 0.095 -2.954 -1.045
N -2.373 -0.441 -1.725 0.982
C -3.237 -3.063 1.705 0.334
C -4.458 -3.557 2.109 -0.385
C -4.456 -4.506 3.129 -0.671
C -3.262 -4.936 3.706 -0.734
C -2.038 -4.423 3.284 -0.075
C -2.060 -3.481 2.278 0.254
H 4.488 -0.084 0.827 0.573
H 4.671 -2.150 2.262 0.442
H 2.577 -3.459 2.701 0.596
H 2.287 0.446 -0.157 -0.129
H -5.669 -0.927 -1.581 0.555
H -5.556 0.163 -3.840 0.422
H -3.275 0.758 -4.736 0.568
H -1.321 0.359 -3.302 0.669
H -5.374 -3.212 1.646 0.549
H -5.393 -4.923 3.477 0.422
H -3.291 -5.680 4.492 0.421
H -1.100 -4.742 3.721 0.549
C -2.834 2.760 -0.303 -1.061
C -1.737 3.038 -1.341 1.255
C -1.680 4.534 -1.647 -1.579
P -0.165 2.138 -0.888 0.801
C 0.837 3.248 0.218 1.654
C -0.006 3.684 1.423 -1.589
C 1.608 4.431 -0.367 -1.752
C 0.713 1.965 -2.485 -0.101
C 1.009 3.063 -3.312 -0.323
C 1.584 2.952 -4.563 0.386
C 1.945 4.165 -5.383 -1.708
C 1.821 1.656 -5.032 -1.073
C 1.548 0.553 -4.261 -0.175
C 1.044 0.656 -2.939 -1.545
N 0.820 -0.470 -2.185 1.975
C 1.643 -1.598 -2.417 -1.197
C 1.043 -2.861 -2.559 0.665
C -0.451 -2.995 -2.705 -1.452
C 1.822 -4.013 -2.633 -1.261
C 3.206 -3.970 -2.608 0.634
C 4.044 -5.222 -2.686 -1.600
C 3.792 -2.715 -2.529 -0.917
C 3.055 -1.538 -2.436 2.122
C 3.853 -0.254 -2.367 -2.057
H -3.803 3.098 -0.680 0.589
H -2.639 3.283 0.635 0.279
H -2.914 1.695 -0.081 -0.272
H -2.024 2.525 -2.261 0.279
H -1.394 5.118 -0.773 0.243
H -2.676 4.870 -1.949 0.480
H -1.002 4.770 -2.463 0.311
H 1.597 2.553 0.599 0.021
H -0.634 4.540 1.171 0.350
H 0.650 3.983 2.244 0.430
H -0.640 2.872 1.786 0.038
H 0.948 5.188 -0.789 0.246
H 2.316 4.119 -1.133 0.377
H 2.176 4.903 0.439 0.490
H 0.775 4.059 -2.965 0.147
H 1.587 5.079 -4.907 0.375
H 1.517 4.118 -6.388 0.358
H 3.028 4.255 -5.498 0.305
H 2.220 1.517 -6.034 0.373
H 1.721 -0.440 -4.658 0.607
H -0.831 -2.299 -3.455 0.139
H -0.992 -2.793 -1.780 0.187
H -0.705 -4.010 -3.013 0.615
H 1.321 -4.973 -2.724 0.326
H 3.419 -6.103 -2.836 0.370
H 4.621 -5.373 -1.771 0.306
H 4.755 -5.169 -3.514 0.351
H 4.878 -2.642 -2.529 0.442
H 4.137 0.078 -3.369 0.488
H 4.770 -0.423 -1.800 0.510
H 3.311 0.573 -1.912 0.106
C 1.836 0.324 5.388 -0.639
C 2.297 1.070 4.153 -0.625
N 1.216 1.141 3.177 0.643
C -0.101 0.813 3.433 -0.235
N -0.878 0.613 2.423 0.485
C -2.289 0.391 2.723 -0.201
C -2.736 1.098 3.991 -0.872
C -1.863 0.590 5.119 -0.888
N -0.463 0.755 4.756 0.210
C 0.511 0.919 5.822 -0.887
H 2.578 0.399 6.184 0.400
H 1.688 -0.732 5.146 0.284
H 3.155 0.582 3.691 0.218
H 2.606 2.081 4.438 0.348
H 1.459 0.937 2.220 -0.432
H -2.502 -0.677 2.836 0.200
H -2.874 0.739 1.868 -0.351
H -3.787 0.896 4.202 0.420
H -2.605 2.179 3.880 0.362
H -2.085 -0.468 5.303 0.283
H -2.042 1.134 6.048 0.593
H 0.127 0.410 6.707 0.547
H 0.642 1.978 6.078 0.227
```



(2)
Density functional theory data (ωB97M-V/def2-TZVPD) for a 2-piece molecular cluster, C47H56N4O6 overall at a distorted geometry.

HOMO-LUMO gap: 5.38 eV
electronic energy: -2494.88665 a.u.
E_LUMO: -0.821 eV

The geometry in XYZ format:
```
113
Properties=species:S:1:pos:R:3:mulliken_charge:R:1
C 3.360 -2.444 0.486 -1.421
C 2.541 -3.692 0.811 1.982
C 3.403 -4.758 1.490 -1.985
C 1.833 -4.174 -0.455 0.620
C 2.486 -5.028 -1.336 -0.598
C 1.902 -5.376 -2.553 -1.455
C 0.664 -4.849 -2.914 -0.319
C -0.018 -3.992 -2.049 0.922
C -1.374 -3.429 -2.482 2.165
C -2.442 -4.520 -2.509 -1.536
C -1.276 -2.694 -3.820 -1.610
C 0.569 -3.665 -0.813 -2.186
N -0.090 -2.729 0.074 2.287
N 0.114 -1.400 -0.057 -1.124
N -0.569 -0.845 0.986 2.258
C -0.710 0.587 1.100 -0.967
C -1.748 1.230 0.405 0.626
C -2.621 0.438 -0.572 1.739
C -1.871 0.261 -1.884 -1.199
C -4.012 1.044 -0.781 -2.004
C -1.899 2.604 0.565 -0.597
C -1.021 3.328 1.371 -1.427
C 0.019 2.677 2.033 -0.714
C 0.187 1.299 1.911 0.317
C 1.376 0.616 2.603 1.467
C 1.593 1.101 4.042 -1.624
C 2.642 0.811 1.775 -1.678
C -1.277 -1.804 1.688 -0.592
C -2.244 -1.487 2.716 0.873
C -3.533 -2.084 2.678 -1.067
C -4.491 -1.763 3.636 -0.538
C -4.189 -0.880 4.670 -0.734
C -2.907 -0.315 4.750 -0.731
C -1.951 -0.603 3.783 0.147
C -0.957 -3.032 1.137 1.125
C -1.391 -4.293 1.512 -0.917
H 2.732 -1.698 -0.020 0.332
H 3.778 -1.987 1.393 0.336
H 4.195 -2.696 -0.184 0.368
H 1.748 -3.415 1.516 -0.434
H 2.838 -5.685 1.639 0.429
H 4.300 -4.988 0.904 0.404
H 3.727 -4.402 2.475 0.413
H 3.470 -5.425 -1.068 0.276
H 2.420 -6.059 -3.226 0.372
H 0.215 -5.111 -3.879 0.330
H -1.651 -2.703 -1.709 -1.058
H -2.535 -4.975 -1.515 0.302
H -3.416 -4.105 -2.794 0.424
H -2.181 -5.310 -3.225 0.316
H -0.534 -1.889 -3.754 0.346
H -0.971 -3.373 -4.626 0.361
H -2.240 -2.244 -4.094 0.407
H -2.774 -0.556 -0.129 -0.339
H -0.917 -0.248 -1.709 0.131
H -2.452 -0.327 -2.603 0.368
H -1.651 1.239 -2.333 0.415
H -4.533 1.173 0.176 0.404
H -3.956 2.018 -1.282 0.373
H -4.623 0.377 -1.402 0.459
H -2.710 3.120 0.044 0.255
H -1.147 4.402 1.483 0.373
H 0.715 3.240 2.657 0.368
H 1.145 -0.457 2.640 -0.042
H 0.651 1.139 4.606 0.292
H 2.269 0.418 4.578 0.410
H 2.040 2.104 4.050 0.396
H 2.469 0.518 0.733 0.308
H 2.941 1.867 1.783 0.435
H 3.471 0.213 2.170 0.418
H -3.749 -2.789 1.871 0.502
H -5.484 -2.216 3.558 0.479
H -4.943 -0.629 5.417 0.382
H -2.659 0.348 5.575 0.462
H -0.942 -0.186 3.844 0.097
H -2.281 -4.324 2.132 -0.579
H -0.855 -5.159 1.141 0.194
C -4.479 -9.090 0.974 -1.136
C -4.911 -8.168 2.081 -0.212
O -3.681 -7.603 2.605 -0.214
C -3.867 -6.665 3.551 -0.235
C -2.576 -6.237 4.196 1.638
C -2.412 -4.906 4.353 -1.525
C -1.346 -4.217 5.077 0.311
C 0.024 -4.374 4.746 0.267
C 1.006 -3.798 5.530 -0.990
C 0.638 -2.963 6.599 -0.273
N 1.645 -2.170 7.221 1.014
O 1.311 -1.417 8.163 -0.615
O 2.823 -2.253 6.803 -0.608
C -0.715 -2.777 6.936 -0.813
C -1.689 -3.348 6.145 -0.196
C -1.618 -7.260 4.735 0.672
O -0.483 -7.002 5.099 -0.644
O -2.132 -8.498 4.797 -0.230
C -1.181 -9.435 5.373 -0.181
C -1.731 -10.791 5.045 -1.202
O -4.954 -6.202 3.855 -0.641
H -5.350 -9.562 0.518 0.399
H -3.930 -8.543 0.202 0.278
H -3.825 -9.874 1.368 0.249
H -5.572 -7.367 1.721 0.319
H -5.415 -8.725 2.883 0.305
H -3.281 -4.309 4.062 0.439
H 0.292 -4.964 3.873 0.730
H 2.057 -3.930 5.310 0.552
H -0.964 -2.122 7.767 0.510
H -2.752 -3.166 6.338 0.432
H -0.193 -9.267 4.925 0.333
H -1.125 -9.258 6.457 0.294
H -1.092 -11.588 5.431 0.413
H -2.734 -10.918 5.464 0.295
H -1.794 -10.901 3.958 0.270
```



(3)
Density functional theory data (ωB97M-V/def2-TZVPD) for C47H56N5OP3PdSSe2 as an isolated structure at a distorted geometry.

HOMO-LUMO gap: 5.64 eV
electronic energy: -8526.74440 a.u.
total charge: -2
E_LUMO: 3.889 eV
energy relative to the best compared isomer or geometry (same formula, charge and spin): 0.0 kcal per mole

The geometry in XYZ format:
```
116
Properties=species:S:1:pos:R:3:mulliken_charge:R:1
Pd -1.280 -0.578 -1.817 -1.845
Se 5.430 0.790 -0.163 -0.400
P 4.251 0.708 -1.914 0.779
C 4.082 2.394 -2.633 1.029
C 4.353 3.507 -1.847 -0.445
C 4.401 4.768 -2.410 -0.732
C 4.194 4.924 -3.770 -0.744
C 3.912 3.818 -4.556 -0.628
C 3.846 2.558 -3.994 -0.108
C 5.125 -0.105 -3.290 0.582
C 6.511 -0.088 -3.301 -0.699
C 7.210 -0.572 -4.393 -0.597
C 6.519 -1.069 -5.487 -0.474
C 5.134 -1.108 -5.468 -0.781
C 4.431 -0.634 -4.376 -0.274
C 2.738 -0.201 -1.783 0.163
C 1.373 -0.038 -1.528 0.306
N 0.862 -1.296 -1.613 0.502
N 1.827 -2.144 -1.848 -1.803
N 2.963 -1.524 -1.951 0.186
P -0.009 1.157 -1.315 3.217
Se -2.490 1.546 -1.527 -0.842
C 0.500 2.145 0.128 0.912
C -0.434 2.756 0.953 -1.019
C -0.017 3.471 2.060 -0.351
C 1.332 3.574 2.356 -0.915
C 2.268 2.976 1.527 -0.487
C 1.854 2.269 0.415 0.626
C 0.373 2.242 -2.722 0.596
C 0.296 1.652 -3.980 -0.578
C 0.519 2.408 -5.113 -0.929
C 0.803 3.760 -4.999 -0.584
C 0.873 4.348 -3.747 -0.510
C 0.667 3.593 -2.608 -0.600
H 4.552 3.375 -0.794 0.201
H 4.627 5.625 -1.791 0.408
H 4.254 5.905 -4.222 0.380
H 3.761 3.938 -5.620 0.437
H 3.621 1.702 -4.616 0.326
H 7.037 0.301 -2.439 0.275
H 8.293 -0.556 -4.391 0.368
H 7.063 -1.426 -6.353 0.358
H 4.596 -1.513 -6.314 0.404
H 3.353 -0.692 -4.365 0.362
H -1.482 2.667 0.703 0.128
H -0.748 3.957 2.694 0.375
H 1.654 4.127 3.229 0.323
H 3.324 3.051 1.751 0.466
H 2.588 1.800 -0.232 -0.964
H 0.027 0.594 -4.050 0.332
H 0.468 1.950 -6.092 0.392
H 0.961 4.358 -5.888 0.421
H 1.096 5.404 -3.660 0.452
H 0.715 4.048 -1.628 0.437
C -4.192 -1.486 -2.481 -0.801
C -2.865 -1.404 -3.061 0.838
N -1.950 -1.426 -3.786 -0.598
H -4.723 -0.546 -2.658 0.373
H -4.083 -1.639 -1.403 -0.084
H -4.729 -2.328 -2.923 0.422
O -2.092 -1.141 0.518 0.776
P -2.027 -1.464 1.946 -1.311
C -0.284 -1.733 2.552 0.369
C 0.542 -0.541 2.081 0.744
C 2.027 -0.722 2.369 -1.471
C 2.550 -2.016 1.760 -0.154
C 1.743 -3.199 2.276 -1.190
C 0.265 -3.020 1.942 -0.419
C -2.903 -3.061 2.291 0.516
C -4.301 -3.072 1.670 0.399
C -5.045 -4.310 2.155 -1.127
C -5.311 -4.242 3.667 -0.832
C -4.280 -3.352 4.368 -0.553
C -2.903 -3.546 3.743 -1.069
C -2.613 0.029 2.893 2.105
C -2.547 0.007 4.419 -0.715
C -3.461 1.090 5.012 -1.068
C -3.488 2.313 4.101 -0.207
C -4.166 1.973 2.767 -0.859
C -3.978 0.495 2.404 -0.843
H -0.260 -1.797 3.647 0.741
H 0.198 0.383 2.557 0.272
H 0.383 -0.439 0.999 -0.991
H 2.181 -0.740 3.454 0.442
H 2.577 0.129 1.966 0.141
H 3.610 -2.142 1.993 0.363
H 2.457 -1.975 0.676 -0.061
H 1.859 -3.283 3.364 0.332
H 2.108 -4.125 1.827 0.513
H -0.287 -3.888 2.311 0.290
H 0.135 -2.975 0.856 0.060
H -2.297 -3.739 1.675 0.806
H -4.189 -3.112 0.586 -0.523
H -4.866 -2.174 1.923 0.204
H -4.433 -5.182 1.923 0.381
H -5.987 -4.421 1.617 0.426
H -5.283 -5.250 4.093 0.332
H -6.311 -3.842 3.854 0.356
H -4.255 -3.580 5.438 0.494
H -4.571 -2.305 4.262 0.012
H -2.648 -4.609 3.780 0.534
H -2.145 -3.018 4.326 0.461
H -1.896 0.767 2.506 -1.328
H -1.518 0.186 4.740 0.253
H -2.850 -0.964 4.810 0.077
H -3.107 1.364 6.011 0.575
H -4.481 0.712 5.123 0.309
H -2.461 2.640 3.929 -0.125
H -4.016 3.135 4.591 0.537
H -3.744 2.591 1.974 0.176
H -5.233 2.199 2.826 0.497
H -4.023 0.377 1.320 -0.018
H -4.771 -0.106 2.856 0.347
S -1.936 -3.770 -1.173 -0.159
C -3.189 -4.427 -1.972 0.473
N -4.112 -4.908 -2.496 -0.881
```



(4)
Density functional theory data (ωB97M-V/def2-TZVPD) for a 7-piece molecular cluster, C47H56N9O5PS overall at a distorted geometry.

HOMO-LUMO gap: 6.81 eV
electronic energy: -3432.87016 a.u.
E_LUMO: -0.858 eV
SMILES string: CCOP(=O)(CCc1c(CCC(=O)O)c(CC)c(N)c2nsnc12)OCC.c1ccncc1.c1ccncc1.c1ccncc1.c1ccncc1.c1ccncc1.c1ccncc1

The geometry in XYZ format:
```
119
Properties=species:S:1:pos:R:3:mulliken_charge:R:1
C 2.986 0.256 -0.004 -0.026
C 3.943 -0.709 -0.894 -0.486
O 3.667 -0.666 -2.319 -0.454
P 2.255 -1.517 -2.762 1.081
O 2.738 -2.748 -3.588 -0.798
C 1.367 -0.404 -4.045 -0.933
C 0.071 0.335 -3.455 0.432
C -1.151 -0.620 -3.087 0.044
C -2.165 -0.213 -1.955 0.368
C -2.092 1.153 -1.140 -0.807
C -0.755 1.340 -0.255 2.792
C -0.280 2.876 -0.479 0.040
O -0.543 3.786 0.367 -0.528
O 0.439 3.308 -1.648 -0.497
C -3.353 -1.216 -1.576 -0.219
C -4.412 -0.901 -0.392 -1.234
C -3.568 -1.079 1.005 -0.136
C -3.573 -2.587 -2.305 0.507
N -4.688 -3.515 -1.964 -0.669
C -2.625 -3.026 -3.472 0.495
N -2.679 -4.214 -4.284 -0.736
S -1.349 -4.099 -5.382 0.179
N -0.720 -2.600 -4.867 -0.433
C -1.448 -1.997 -3.783 0.312
O 1.209 -1.911 -1.487 -0.205
C 1.602 -3.097 -0.750 -0.244
C 0.363 -3.979 -0.204 -0.901
H 3.569 0.558 0.931 0.418
H 2.724 1.193 -0.603 0.034
H 2.044 -0.303 0.375 -0.316
H 4.014 -1.782 -0.462 0.249
H 5.010 -0.275 -0.762 0.391
H 2.114 0.436 -4.336 0.520
H 1.179 -0.970 -5.037 0.404
H 0.427 1.016 -2.602 -0.484
H -0.300 1.059 -4.286 0.299
H -2.984 1.356 -0.459 0.286
H -2.098 2.004 -1.930 0.458
H -1.016 1.287 0.870 -0.891
H 0.061 0.602 -0.564 -1.095
H -0.100 3.172 -2.468 0.250
H -4.850 0.163 -0.475 0.334
H -5.274 -1.649 -0.356 0.296
H -3.828 -2.098 1.463 0.399
H -3.825 -0.208 1.704 0.219
H -2.451 -1.104 0.737 -0.427
H -5.584 -2.997 -1.950 0.239
H -4.746 -4.180 -2.762 0.342
H 2.309 -3.809 -1.293 0.452
H 2.173 -2.734 0.194 0.122
H -0.638 -3.419 -0.198 0.035
H 0.595 -4.223 0.902 0.274
H 0.336 -4.983 -0.751 0.321
N 0.013 2.840 4.595 -0.207
C -0.297 3.421 5.766 -0.330
C -1.215 4.451 5.895 -0.597
C -1.849 4.914 4.751 -0.358
C -1.546 4.333 3.527 -0.603
C -0.617 3.306 3.503 -0.753
H 0.227 3.027 6.630 0.468
H -1.428 4.881 6.866 0.409
H -2.573 5.720 4.811 0.387
H -2.021 4.669 2.614 0.483
H -0.349 2.818 2.572 1.077
N 6.157 4.122 1.664 -0.594
C 5.243 3.805 2.596 -0.360
C 3.876 3.919 2.405 -0.269
C 3.421 4.392 1.182 -0.123
C 4.344 4.729 0.201 -0.465
C 5.690 4.575 0.489 -0.234
H 5.648 3.444 3.536 0.364
H 3.183 3.646 3.192 0.443
H 2.358 4.497 0.994 0.475
H 4.024 5.101 -0.764 0.389
H 6.450 4.821 -0.246 0.359
N 0.665 -2.068 2.772 -0.190
C 0.814 -2.310 4.085 -0.599
C 0.243 -1.533 5.081 -0.573
C -0.523 -0.440 4.703 -0.564
C -0.693 -0.166 3.354 -0.716
C -0.084 -1.005 2.434 0.418
H 1.424 -3.173 4.330 0.391
H 0.394 -1.776 6.125 0.491
H -0.985 0.192 5.454 0.475
H -1.285 0.680 3.025 0.525
H -0.190 -0.834 1.367 0.258
N -0.142 1.100 7.943 -0.188
C 1.143 0.723 7.814 0.020
C 2.048 0.699 8.862 -0.929
C 1.609 1.090 10.119 -0.183
C 0.288 1.486 10.281 -0.520
C -0.541 1.471 9.171 -0.330
H 1.440 0.429 6.812 0.612
H 3.072 0.384 8.701 0.387
H 2.288 1.086 10.964 0.360
H -0.088 1.797 11.247 0.386
H -1.582 1.769 9.248 0.399
N -1.310 3.862 -4.880 -0.330
C -1.260 5.133 -4.439 -0.100
C -2.177 6.109 -4.794 -0.655
C -3.206 5.760 -5.657 -0.084
C -3.281 4.458 -6.129 -0.666
C -2.318 3.553 -5.713 -0.039
H -0.436 5.358 -3.769 0.418
H -2.089 7.116 -4.406 0.351
H -3.942 6.497 -5.959 0.369
H -4.070 4.152 -6.804 0.357
H -2.337 2.522 -6.053 0.400
N -0.733 -7.579 -6.952 -0.423
C 0.467 -7.253 -6.445 0.074
C 1.466 -8.174 -6.174 -0.642
C 1.214 -9.513 -6.439 -0.153
C -0.019 -9.878 -6.962 -0.384
C -0.950 -8.881 -7.200 -0.177
H 0.615 -6.196 -6.252 0.310
H 2.417 -7.854 -5.767 0.357
H 1.970 -10.264 -6.239 0.362
H -0.250 -10.914 -7.179 0.342
H -1.927 -9.116 -7.612 0.349
```